{"formula": "C67H163N17O19", "method": "the ωB97M-V functional and the def2-TZVPD basis", "homo_energy_ev": -7.838, "energy_ev": -136337.4744, "elements": ["O", "O", "C", "C", "C", "H", "O", "N", "H", "H", "C", "H", "C", "H", "H", "H", "H", "H", "H", "H", "H", "N", "H", "C", "H", "H", "C", "H", "C", "H", "C", "N", "H", "H", "C", "C", "H", "C", "H", "C", "H", "H", "H", "H", "H", "H", "C", "O", "C", "H", "N", "H", "H", "C", "O", "O", "H", "C", "H", "O", "H", "H", "H", "C", "H", "C", "H", "H", "O", "C", "H", "H", "H", "H", "H", "H", "N", "H", "C", "O", "H", "H", "H", "C", "H", "C", "H", "H", "H", "C", "C", "H", "H", "H", "C", "H", "H", "H", "C", "H", "N", "C", "C", "N", "N", "C", "H", "C", "N", "H", "C", "N", "C", "H", "H", "H", "C", "C", "H", "H", "H", "H", "H", "H", "H", "C", "C", "N", "C", "H", "H", "H", "H", "C", "C", "H", "C", "H", "H", "H", "C", "O", "H", "H", "H", "H", "H", "H", "H", "H", "H", "C", "N", "H", "H", "C", "H", "H", "H", "H", "C", "O", "H", "H", "H", "H", "N", "N", "C", "O", "N", "H", "H", "N", "C", "H", "H", "H", "H", "H", "C", "H", "H", "H", "O", "C", "H", "C", "H", "H", "C", "C", "H", "H", "H", "H", "H", "C", "H", "H", "H", "H", "H", "H", "C", "H", "H", "H", "H", "H", "H", "C", "O", "O", "C", "C", "C", "H", "H", "C", "H", "H", "H", "H", "C", "H", "H", "N", "O", "H", "H", "C", "O", "H", "H", "C", "C", "H", "H", "H", "H", "H", "H", "H", "H", "H", "H", "H", "H", "H", "H", "H", "H", "H", "H", "H", "H", "C", "C", "C", "H", "H", "O", "C", "H", "O"], "coordinates": [[-0.345, 6.076, 1.395], [3.295, 2.161, -5.521], [2.287, 3.803, -2.041], [0.005, 1.441, 1.733], [2.541, 0.243, -1.016], [7.093, -6.560, 0.799], [3.124, 4.699, -1.987], [1.367, 5.066, 3.539], [7.819, 0.907, -1.136], [1.881, 0.521, -5.690], [6.127, -3.939, 2.987], [-1.812, 3.333, 1.705], [-8.378, 3.070, -0.346], [3.582, 0.535, -1.153], [-10.866, -4.463, 3.346], [-4.076, -2.834, -0.635], [0.453, -6.831, -3.801], [-3.967, 7.137, 5.684], [-5.330, -3.135, -2.525], [5.257, -5.586, 1.811], [9.104, 3.924, -4.046], [1.424, 3.471, -1.103], [-11.904, 0.323, -1.920], [-11.503, 1.336, -1.896], [-7.330, -2.110, 1.405], [5.567, -3.939, -1.428], [-1.319, -5.431, 1.450], [4.409, 7.404, -4.899], [-0.314, -3.002, -5.475], [3.563, -2.894, -1.043], [0.065, -3.349, 1.317], [7.324, -0.573, -2.513], [8.911, 1.765, -3.581], [3.217, -0.085, -5.999], [-0.434, -2.017, -4.272], [6.616, -2.006, -4.314], [-4.194, 1.751, 0.524], [-9.919, -4.682, 2.853], [5.440, 9.388, -3.072], [-3.822, 6.182, 6.189], [0.641, -6.031, 0.936], [0.631, -2.622, -5.861], [-1.115, -2.877, -6.205], [5.316, 6.351, -3.785], [7.004, 5.849, -5.666], [2.401, 0.276, 1.243], [-6.272, -3.012, -1.989], [-0.075, 3.638, 4.475], [8.192, 0.494, -2.073], [-2.875, -4.876, -5.382], [2.057, 2.998, -3.077], [-1.204, 4.525, 2.885], [-10.747, 2.252, 1.366], [-2.861, -1.719, -3.532], [-0.639, -7.632, 0.602], [2.355, -1.119, -1.199], [-7.324, 3.771, -2.111], [-11.340, 1.813, 0.563], [-3.242, -4.708, -2.496], [6.433, 7.934, -4.333], [3.324, -1.948, -4.536], [2.494, 5.018, 5.628], [-9.662, -5.566, 3.436], [-7.578, 1.811, -0.325], [5.752, -1.790, 2.683], [-0.374, -6.225, -3.432], [6.489, -5.469, -1.606], [-8.083, 4.970, -1.146], [8.018, -3.093, -0.728], [-4.680, 0.842, 7.948], [4.450, -3.091, -3.820], [-4.049, 0.693, 1.794], [-1.740, 3.576, 5.153], [2.729, 3.082, -3.827], [-3.357, 0.266, 0.158], [0.171, 2.507, 1.579], [5.375, 4.733, -6.190], [-4.268, 0.359, 8.834], [-7.626, -3.831, 2.682], [-2.466, -4.312, -2.092], [5.457, 2.078, -5.525], [-5.314, 6.782, 8.153], [4.066, 3.167, 3.166], [-0.365, -6.224, 0.564], [-7.708, 4.152, 1.372], [-9.540, 0.367, -0.626], [0.937, -4.176, 3.179], [-4.815, 0.040, 7.222], [-5.609, 1.336, 8.231], [8.126, 1.786, -2.825], [2.894, 0.721, -5.341], [-0.274, -2.676, -1.442], [-3.731, -3.048, 1.630], [-6.694, 1.906, 0.305], [6.254, 8.665, -3.117], [5.498, -3.955, 3.877], [7.995, -5.342, 1.760], [4.014, 4.462, -4.622], [1.943, 0.732, 0.365], [4.458, -2.853, -5.493], [-2.615, 3.955, 5.484], [-2.187, -5.580, -4.915], [-0.930, -1.919, -1.871], [-1.276, 4.732, -0.220], [7.099, -3.155, 0.406], [-3.797, 3.159, 5.084], [-0.051, -2.643, 3.312], [4.853, 1.477, 2.608], [0.473, 0.779, 0.417], [8.291, -0.809, 0.290], [-7.479, 4.065, -1.073], [-5.458, -2.530, 2.369], [0.679, -3.213, 2.738], [-2.361, -5.751, 1.474], [-10.216, -4.958, 1.841], [5.942, 6.754, -6.700], [-4.329, 6.460, 8.491], [7.567, -0.890, -3.941], [-1.729, -1.876, -1.132], [3.009, 0.402, -4.305], [-10.919, 1.581, -2.784], [-4.480, 3.806, 4.534], [-0.368, -5.970, -0.496], [9.037, -3.608, 2.657], [8.398, -5.555, 0.050], [-8.517, 3.471, 1.105], [3.306, -1.954, -0.555], [-9.684, 2.832, -1.089], [5.939, -4.827, -0.917], [-8.318, 0.413, 1.191], [-7.152, -4.223, 3.582], [-1.711, 5.661, 5.667], [-4.971, 3.421, 7.086], [0.209, -8.372, -0.183], [-6.969, -2.456, 2.374], [-12.163, 2.527, 0.591], [-1.495, 1.086, 2.141], [-1.749, -3.660, 0.390], [-4.378, 5.583, 9.138], [-12.352, 2.019, -1.919], [6.545, -4.502, 0.474], [8.474, 3.008, -2.113], [0.732, 1.194, 2.507], [7.185, 9.191, -2.908], [-5.372, 2.151, 6.007], [-0.048, -2.337, 0.928], [9.237, 0.240, -1.892], [0.076, -5.793, -2.537], [-7.191, -1.680, 3.105], [4.206, -1.394, -0.300], [5.621, 1.966, 4.408], [0.911, 4.295, 4.548], [-1.567, -3.947, -3.121], [-0.252, -9.337, -0.393], [0.960, -4.606, -4.685], [4.628, 2.548, -4.995], [6.849, -2.806, -3.610], [9.305, 4.930, -2.630], [-5.147, -2.830, 3.282], [6.557, -0.754, 0.484], [-2.737, 5.405, 5.403], [-3.824, 1.740, 7.274], [2.080, -1.051, 3.994], [-0.928, 5.103, -1.092], [-7.680, -0.451, -0.008], [0.857, -3.757, 0.689], [5.831, 1.706, 3.455], [-1.483, 4.255, 1.953], [4.357, -2.297, -4.561], [-10.308, 4.025, -1.433], [-1.279, -3.897, 1.253], [-4.993, -4.238, 1.441], [7.186, 1.935, -3.357], [3.914, 2.274, 2.719], [-8.225, 0.486, 0.107], [2.006, 0.618, -1.889], [2.264, 5.515, 3.656], [-7.034, -3.498, -2.599], [0.064, -0.144, 0.445], [6.764, 1.438, 3.175], [8.972, -2.670, 2.104], [-5.274, -1.601, -0.060], [1.395, 3.852, 6.345], [6.340, -0.503, -2.300], [-2.420, 1.797, 1.309], [8.671, 4.163, -3.075], [-2.806, -0.749, -4.027], [-0.038, -4.437, -5.090], [-6.564, 4.455, -0.628], [0.876, 5.234, 2.672], [-10.530, 1.637, -0.706], [5.536, -4.546, 1.638], [8.583, -1.106, -4.270], [1.246, -8.405, 0.152], [-4.127, 7.185, 9.280], [6.875, -4.685, 3.256], [0.866, 2.664, -1.344], [-5.006, -2.657, -0.093], [-7.040, 1.663, -1.262], [-11.725, 0.865, 0.938], [7.294, -2.264, 3.456], [-1.730, 3.841, -0.365], [2.740, -2.144, 0.356], [-1.014, -5.625, 2.478], [6.577, -2.503, 2.671], [3.304, 2.220, 1.916], [4.746, 2.148, -3.988], [1.260, 2.380, -3.036], [-1.662, 1.505, 3.133], [1.351, 3.972, -0.229], [0.525, -1.960, -3.757], [7.588, -5.589, 0.780], [5.127, 0.878, 1.608], [5.327, -1.317, -4.310], [7.546, -2.342, 1.563], [-3.483, 1.030, 0.926], [-4.752, -3.188, 1.274], [-3.396, -2.266, -4.309], [0.348, -7.950, -1.179], [-1.022, 5.109, 1.032], [6.841, -2.318, -5.334], [7.745, 4.720, -3.217], [-0.467, -0.944, -1.720], [-2.800, -6.215, -4.275], [-1.057, -4.997, -4.084], [4.512, 4.783, -6.712], [9.378, -1.836, 2.676], [1.618, 4.516, 5.618], [-9.017, -3.612, 3.034], [7.800, -2.277, -1.184], [-9.383, -0.038, -1.625], [-4.524, 2.732, 6.369], [-6.061, -3.430, -0.675], [2.153, -2.627, 4.680], [-7.625, -4.443, 1.780], [2.459, -2.055, 3.803], [5.389, 6.987, -4.668], [3.539, -2.176, 3.886], [6.086, 8.055, -2.229], [-4.724, 5.574, 6.261], [-3.536, 2.292, 4.478], [9.669, -2.937, 1.310], [4.980, -5.304, -0.717], [-0.043, -5.057, -5.986], [-1.599, 0.015, 2.313], [-10.481, 3.972, -2.376], [-0.758, -1.051, -4.659], [2.233, 1.782, 0.406], [7.570, 0.096, 1.626], [-1.779, -6.096, -5.784], [-6.607, -1.976, -1.938], [-2.989, 5.740, 4.397], [-10.027, -0.407, -0.032], [-8.406, 2.636, 1.797], [-9.462, 3.992, 1.262], [5.618, 4.267, -4.124], [4.564, -4.140, 1.356], [-1.435, -2.408, -3.228], [5.955, 6.090, -5.836], [7.495, -0.817, 1.035], [-1.196, -6.912, -3.231], [-3.511, -1.774, -2.659], [2.018, -2.775, 2.716], [4.961, 4.048, -4.966], [7.328, -0.108, -4.661], [-3.432, 6.545, 7.445]], "lowdin_charge": [-0.011, -0.212, -0.716, -0.127, -0.203, 0.088, 0.027, 0.181, 0.111, 0.074, -0.131, 0.049, -0.503, 0.121, 0.079, 0.092, 0.090, 0.124, 0.065, 0.108, 0.082, 0.159, 0.083, -0.041, 0.086, 0.052, -0.132, 0.123, -0.153, 0.075, -0.228, -0.024, 0.108, 0.071, -0.139, -0.194, 0.085, -0.136, 0.080, -0.231, 0.117, 0.098, 0.117, 0.094, 0.103, 0.101, -0.114, 0.033, -0.226, 0.082, 0.174, 0.079, 0.060, -0.008, -0.170, -0.217, 0.087, -0.043, 0.090, -0.200, 0.068, 0.113, 0.081, -0.176, 0.111, -0.041, 0.083, 0.077, -0.036, -0.141, 0.079, 0.096, 0.044, 0.062, 0.090, 0.083, -0.041, 0.079, -0.175, -0.020, 0.114, 0.088, 0.127, -0.201, 0.083, -0.117, 0.126, 0.080, 0.079, -0.236, -0.067, 0.079, 0.100, 0.107, -0.115, 0.099, 0.058, 0.099, -0.203, 0.089, -0.061, -0.056, -0.049, 0.173, -0.068, -0.166, 0.125, -0.826, -0.037, 0.055, -0.046, -0.077, -0.193, 0.110, 0.083, 0.107, -0.136, -0.201, 0.056, 0.067, 0.077, 0.112, 0.095, 0.068, 0.085, -0.034, -0.067, -0.107, -0.028, 0.103, 0.119, 0.121, 0.109, -0.148, -0.161, 0.083, -0.147, 0.060, 0.084, 0.073, -0.511, -0.186, 0.100, 0.083, 0.098, 0.091, 0.132, 0.067, 0.113, 0.082, 0.108, -0.745, -0.072, 0.096, 0.115, -0.187, 0.121, 0.077, 0.098, 0.056, -0.185, -0.223, 0.086, 0.114, 0.084, 0.105, 0.167, 0.185, -0.141, -0.014, -0.025, 0.119, 0.110, 0.202, -0.181, 0.090, 0.101, 0.092, 0.063, 0.107, -0.031, 0.120, 0.126, 0.115, -0.231, -0.050, 0.074, -0.150, 0.090, 0.055, -0.436, -0.112, 0.129, 0.090, 0.080, 0.091, 0.082, -0.209, 0.116, 0.085, 0.110, 0.099, 0.067, 0.106, -0.153, 0.092, 0.104, 0.106, 0.105, 0.110, 0.110, -0.031, 0.056, -0.181, -0.472, -0.122, -0.211, 0.069, 0.062, -0.704, 0.125, 0.059, 0.075, 0.075, -0.480, 0.099, 0.084, 0.176, -0.202, 0.039, 0.113, -0.155, -0.180, 0.083, 0.119, -0.126, -0.187, 0.080, 0.079, 0.107, 0.106, 0.076, 0.072, 0.116, 0.123, 0.100, 0.114, 0.071, 0.064, 0.088, 0.083, 0.099, 0.111, 0.079, 0.086, 0.105, 0.099, -0.430, -0.163, -0.019, 0.075, 0.042, -0.210, -0.232, 0.106, -0.165]}